Entry 1:
{
  "formula": "C20H31N2OPPbSi",
  "method": "ωB97M-V with the def2-TZVPD basis set",
  "elements": ["Pb", "Si", "P", "N", "H", "C", "H", "H", "H", "C", "H", "H", "H", "C", "H", "H", "H", "C", "H", "H", "H", "H", "H", "C", "C", "C", "C", "C", "C", "H", "H", "H", "H", "H", "C", "O", "C", "H", "H", "H", "C", "H", "H", "H", "N", "C", "C", "C", "C", "C", "C", "C", "H", "H", "H", "H", "H"],
  "xyz": [[-0.216, 0.286, -0.015], [-1.100, 1.157, 2.518], [-1.723, 2.634, -0.937], [1.727, 1.408, -0.633], [-2.219, -3.058, -0.722], [-2.001, 2.974, -2.708], [-2.581, 3.895, -2.832], [-2.537, 2.125, -3.157], [-1.023, 3.073, -3.199], [-3.432, 2.836, -0.269], [-3.853, 3.769, -0.676], [-3.402, 2.873, 0.830], [-4.046, 1.980, -0.587], [-0.966, 4.218, -0.372], [-1.607, 5.056, -0.687], [0.030, 4.299, -0.834], [-0.862, 4.201, 0.723], [-2.573, 0.044, 2.875], [-2.390, -0.978, 2.512], [-3.483, 0.462, 2.411], [-2.691, 0.019, 3.974], [-0.122, 0.763, 3.586], [-1.575, 2.574, 2.766], [2.738, 2.118, -0.206], [4.922, 3.163, -0.786], [3.869, 2.326, -1.102], [2.873, 2.774, 1.095], [3.931, 3.603, 1.393], [4.970, 3.807, 0.464], [5.719, 3.305, -1.522], [3.845, 1.793, -2.051], [2.089, 2.590, 1.835], [3.965, 4.093, 2.365], [5.816, 4.446, 0.706], [-2.406, -2.139, -1.327], [-1.312, -1.241, -1.292], [-2.531, -2.579, -2.780], [-3.444, -3.160, -2.957], [-1.671, -3.191, -3.088], [-2.534, -1.690, -3.433], [-3.733, -1.544, -0.872], [-4.073, -0.764, -1.570], [-3.637, -1.117, 0.133], [-4.539, -2.296, -0.857], [0.667, -1.482, 1.769], [1.147, -2.502, 1.443], [1.709, -3.755, 1.099], [1.831, -4.136, -0.242], [2.401, -5.367, -0.557], [2.814, -6.233, 0.470], [2.691, -5.850, 1.812], [2.129, -4.610, 2.125], [1.495, -3.425, -1.005], [2.546, -5.616, -1.609], [3.271, -7.190, 0.197], [3.054, -6.481, 2.630], [2.035, -4.260, 3.156]],
  "e_tot_ev": -48680.122,
  "gap_ev": [5.9, 6.1],
  "total_charge": 0,
  "homo_ha": [-0.2578, -0.2421],
  "relative_energy_ev": 0.000
}



Entry 2:
{
  "formula": "C20H31N2OPSiZr",
  "method": "ωB97M-V with the def2-TZVPD basis set",
  "elements": ["Zr", "Si", "P", "N", "H", "C", "H", "H", "H", "C", "H", "H", "H", "C", "H", "H", "H", "C", "H", "H", "H", "H", "H", "C", "C", "C", "C", "C", "C", "H", "H", "H", "H", "H", "C", "O", "C", "H", "H", "H", "C", "H", "H", "H", "N", "C", "C", "C", "C", "C", "C", "C", "H", "H", "H", "H", "H"],
  "xyz": [[-0.162, -0.236, 0.070], [-2.328, 1.138, 1.046], [-1.946, -2.279, 0.708], [-0.632, -0.628, -1.793], [2.176, -0.077, 2.435], [-1.239, -3.961, 0.611], [-2.005, -4.698, 0.891], [-0.385, -4.048, 1.296], [-0.894, -4.169, -0.410], [-2.611, -2.321, 2.410], [-3.219, -3.228, 2.530], [-3.224, -1.433, 2.607], [-1.781, -2.347, 3.129], [-3.412, -2.452, -0.363], [-4.064, -3.236, 0.039], [-3.087, -2.727, -1.375], [-3.952, -1.500, -0.415], [-1.897, 1.585, 2.848], [-0.840, 1.871, 2.929], [-2.101, 0.741, 3.517], [-2.520, 2.438, 3.144], [-2.411, 2.475, 0.382], [-3.749, 0.682, 1.136], [-1.204, -0.532, -2.984], [-1.249, -0.984, -5.403], [-0.680, -1.183, -4.155], [-2.414, 0.240, -3.165], [-2.965, 0.423, -4.428], [-2.390, -0.181, -5.552], [-0.814, -1.467, -6.282], [0.180, -1.838, -4.019], [-2.877, 0.675, -2.277], [-3.863, 1.034, -4.543], [-2.846, -0.044, -6.539], [1.775, -1.103, 2.512], [0.910, -1.263, 1.383], [2.936, -2.081, 2.464], [3.252, -2.342, 3.480], [3.794, -1.618, 1.969], [2.679, -3.004, 1.936], [1.057, -1.228, 3.844], [0.836, -2.279, 4.068], [0.125, -0.657, 3.901], [1.718, -0.853, 4.634], [0.843, 1.623, -0.034], [1.662, 2.451, -0.217], [2.810, 3.219, -0.473], [4.018, 2.540, -0.740], [5.181, 3.268, -0.937], [5.152, 4.663, -0.886], [3.947, 5.343, -0.647], [2.774, 4.627, -0.444], [4.010, 1.449, -0.783], [6.111, 2.730, -1.133], [6.070, 5.230, -1.045], [3.924, 6.428, -0.619], [1.819, 5.125, -0.260]],
  "e_tot_ev": -44717.439,
  "gap_ev": [4.9, 4.9],
  "total_charge": 0,
  "homo_ha": [-0.2257, -0.2256]
}



Entry 3:
{
  "formula": "C20H31N3O2S",
  "method": "ωB97M-V with the def2-TZVPD basis set",
  "elements": ["C", "C", "C", "C", "N", "C", "C", "O", "C", "C", "C", "C", "C", "C", "C", "C", "C", "N", "C", "O", "C", "C", "S", "N", "C", "C", "H", "H", "H", "H", "H", "H", "H", "H", "H", "H", "H", "H", "H", "H", "H", "H", "H", "H", "H", "H", "H", "H", "H", "H", "H", "H", "H", "H", "H", "H", "H"],
  "xyz": [[-0.893, 4.743, 1.321], [-1.208, 4.115, -0.035], [-0.963, 2.608, -0.018], [0.541, 2.316, 0.160], [0.938, 0.969, -0.224], [1.608, 0.830, -1.505], [0.541, -0.060, 0.570], [-0.178, 0.147, 1.538], [1.005, -1.464, 0.204], [0.837, -2.455, 1.349], [0.711, -3.893, 0.842], [0.434, -4.860, 1.991], [1.500, -4.759, 3.080], [1.648, -3.317, 3.563], [1.946, -2.402, 2.393], [2.741, -1.163, 2.656], [3.390, -2.344, 1.973], [-1.475, 1.884, -1.185], [-1.794, 2.372, -2.413], [-1.552, 3.503, -2.797], [-2.431, 1.369, -3.319], [-2.141, 0.033, -3.345], [-3.029, -0.703, -4.582], [-3.781, 0.671, -5.062], [-3.380, 1.692, -4.340], [-3.928, 3.055, -4.625], [-1.173, 5.796, 1.328], [-1.440, 4.245, 2.125], [0.170, 4.688, 1.559], [-2.253, 4.300, -0.290], [-0.616, 4.580, -0.821], [-1.481, 2.177, 0.839], [1.119, 3.010, -0.453], [0.807, 2.473, 1.205], [1.629, -0.206, -1.827], [1.071, 1.404, -2.263], [2.635, 1.200, -1.458], [0.411, -1.800, -0.654], [2.039, -1.436, -0.143], [-0.092, -2.187, 1.863], [-0.091, -3.957, 0.101], [1.641, -4.178, 0.335], [-0.542, -4.620, 2.425], [0.369, -5.884, 1.616], [1.255, -5.421, 3.913], [2.461, -5.095, 2.676], [0.718, -2.992, 4.044], [2.441, -3.238, 4.311], [2.554, -0.282, 2.055], [3.016, -0.952, 3.681], [4.095, -2.935, 2.543], [3.638, -2.245, 0.924], [-1.861, 0.979, -0.971], [-1.442, -0.506, -2.723], [-3.905, 3.682, -3.739], [-3.319, 3.546, -5.385], [-4.943, 2.966, -5.007]],
  "e_tot_ev": -40644.513,
  "gap_ev": 9.8,
  "total_charge": 0,
  "homo_ha": -0.3439,
  "relative_energy_ev": 0.347
}



Copy entry 2 word for word.
{
  "formula": "C20H31N2OPSiZr",
  "method": "ωB97M-V with the def2-TZVPD basis set",
  "elements": ["Zr", "Si", "P", "N", "H", "C", "H", "H", "H", "C", "H", "H", "H", "C", "H", "H", "H", "C", "H", "H", "H", "H", "H", "C", "C", "C", "C", "C", "C", "H", "H", "H", "H", "H", "C", "O", "C", "H", "H", "H", "C", "H", "H", "H", "N", "C", "C", "C", "C", "C", "C", "C", "H", "H", "H", "H", "H"],
  "xyz": [[-0.162, -0.236, 0.070], [-2.328, 1.138, 1.046], [-1.946, -2.279, 0.708], [-0.632, -0.628, -1.793], [2.176, -0.077, 2.435], [-1.239, -3.961, 0.611], [-2.005, -4.698, 0.891], [-0.385, -4.048, 1.296], [-0.894, -4.169, -0.410], [-2.611, -2.321, 2.410], [-3.219, -3.228, 2.530], [-3.224, -1.433, 2.607], [-1.781, -2.347, 3.129], [-3.412, -2.452, -0.363], [-4.064, -3.236, 0.039], [-3.087, -2.727, -1.375], [-3.952, -1.500, -0.415], [-1.897, 1.585, 2.848], [-0.840, 1.871, 2.929], [-2.101, 0.741, 3.517], [-2.520, 2.438, 3.144], [-2.411, 2.475, 0.382], [-3.749, 0.682, 1.136], [-1.204, -0.532, -2.984], [-1.249, -0.984, -5.403], [-0.680, -1.183, -4.155], [-2.414, 0.240, -3.165], [-2.965, 0.423, -4.428], [-2.390, -0.181, -5.552], [-0.814, -1.467, -6.282], [0.180, -1.838, -4.019], [-2.877, 0.675, -2.277], [-3.863, 1.034, -4.543], [-2.846, -0.044, -6.539], [1.775, -1.103, 2.512], [0.910, -1.263, 1.383], [2.936, -2.081, 2.464], [3.252, -2.342, 3.480], [3.794, -1.618, 1.969], [2.679, -3.004, 1.936], [1.057, -1.228, 3.844], [0.836, -2.279, 4.068], [0.125, -0.657, 3.901], [1.718, -0.853, 4.634], [0.843, 1.623, -0.034], [1.662, 2.451, -0.217], [2.810, 3.219, -0.473], [4.018, 2.540, -0.740], [5.181, 3.268, -0.937], [5.152, 4.663, -0.886], [3.947, 5.343, -0.647], [2.774, 4.627, -0.444], [4.010, 1.449, -0.783], [6.111, 2.730, -1.133], [6.070, 5.230, -1.045], [3.924, 6.428, -0.619], [1.819, 5.125, -0.260]],
  "e_tot_ev": -44717.439,
  "gap_ev": [4.9, 4.9],
  "total_charge": 0,
  "homo_ha": [-0.2257, -0.2256]
}